i | ORCA calculation (ωB97M-V/def2-TZVPD) on 2 unconnected molecules or ions with the total composition C2H3ClS.

Summary:
HOMO energy (spin up / spin down): -9.633 / -9.610 eV

Structure (ORCA input):
```
! wB97M-V def2-TZVPD RIJCOSX def2/J DEFGRID3
* xyz 0 1
C -0.52 0.01 -0.04
C -0.16 -0.78 0.94
S 0.23 1.82 -1.82
Cl 1.36 -1.35 1.56
H -1.50 0.09 -0.19
H 1.54 1.34 -2.02
H -0.95 -1.14 1.58
*
```

***

ii | ORCA calculation (ωB97M-V/def2-TZVPD) on a single C2H3ClS molecule.

Summary:
HOMO energy: -9.061 eV
SMILES: S=CCCl

Structure (ORCA input):
```
! wB97M-V def2-TZVPD RIJCOSX def2/J DEFGRID3
* xyz 0 1
C -0.37 -0.90 -0.39
C 0.51 0.23 -0.31
H 0.26 -1.88 -0.26
H -1.33 -0.86 -1.00
H 1.16 0.07 0.47
S 0.69 1.68 -1.07
Cl -0.71 -1.19 1.30
*
```

***

Most stable to least stable: ii, i

***

i | ORCA calculation (ωB97M-V/def2-TZVPD) on a single C2HClN2OS molecule.

Summary:
HOMO energy: -9.780 eV
SMILES: Sc1nonc1Cl

Structure (ORCA input):
```
! wB97M-V def2-TZVPD RIJCOSX def2/J DEFGRID3
* xyz 0 1
C -0.31 -0.20 -0.03
C 1.20 0.02 0.22
H -2.36 -0.88 0.24
N -0.98 0.94 -0.25
N 1.31 1.29 0.07
O 0.04 1.82 -0.09
S -1.34 -1.71 -0.03
Cl 2.44 -1.28 -0.12
*
```

***

ii | ORCA calculation (ωB97M-V/def2-TZVPD) on 2 unconnected molecules or ions with the total composition C2HClN2OS.

Summary:
HOMO energy: -9.412 eV
SMILES: N#[N+][S-].O=C=CCl

Structure (ORCA input):
```
! wB97M-V def2-TZVPD RIJCOSX def2/J DEFGRID3
* xyz 0 1
C -1.16 -0.69 0.79
C -0.44 0.21 0.16
N -2.37 0.65 3.16
N -1.48 0.63 3.85
O -1.65 -1.60 1.33
S -0.31 0.55 4.80
Cl 0.84 1.02 1.17
H -0.73 0.69 -0.78
*
```

***

Most stable to least stable: ii, i

***

i | ORCA calculation (ωB97M-V/def2-TZVPD) on 2 unconnected molecules or ions with the total composition C4H12S2.

Summary:
HOMO energy: -8.869 eV
SMILES: CCS.CCS

Structure (ORCA input):
```
! wB97M-V def2-TZVPD RIJCOSX def2/J DEFGRID3
* xyz 0 1
C -0.98 -0.93 -0.31
C -2.00 -0.42 0.72
S -1.66 -2.31 -1.29
H -0.71 -0.10 -0.96
H -0.06 -1.28 0.16
H -2.59 0.39 0.29
H -2.58 -1.58 -1.93
H -1.50 -0.07 1.62
H -2.73 -1.20 0.92
C 2.29 1.41 0.01
C 1.49 2.39 -0.83
S 1.32 0.88 1.48
H 2.40 0.44 -0.48
H 3.24 1.79 0.35
H 1.94 2.57 -1.80
H 1.14 2.10 1.99
H 1.31 3.31 -0.27
H 0.50 1.97 -0.99
*
```

***

ii | ORCA calculation (ωB97M-V/def2-TZVPD) on 2 unconnected molecules or ions with the total composition C4H12S2.

Summary:
HOMO energy: -8.626 eV
SMILES: CCS.CSC

Structure (ORCA input):
```
! wB97M-V def2-TZVPD RIJCOSX def2/J DEFGRID3
* xyz 0 1
C -1.84 -2.59 2.22
C -1.95 -1.53 1.14
S -3.26 -0.29 1.30
H -0.85 -2.88 2.57
H -2.42 -2.38 3.12
H -2.31 -3.52 1.87
H -1.84 -1.98 0.16
H -1.05 -0.90 1.23
H -2.67 0.77 0.75
C 3.37 1.44 -1.86
S 2.10 1.03 -0.63
C 0.66 1.91 -1.34
H 4.34 1.49 -1.37
H 3.43 0.64 -2.60
H 3.20 2.42 -2.29
H 0.97 2.79 -1.90
H 0.13 2.29 -0.47
H -0.02 1.29 -1.91
*
```

***

Most stable to least stable: i, ii

***

i | ORCA calculation (ωB97M-V/def2-TZVPD) on a gas-phase ion, CH6N3O2 (charge +1).

Summary:
HOMO energy: -15.115 eV
SMILES: N/C(NO)=[NH+]/O

Structure (ORCA input):
```
! wB97M-V def2-TZVPD RIJCOSX def2/J DEFGRID3
* xyz 1 1
C 0.34 0.42 -0.08
N 0.68 1.64 0.23
N 0.79 -0.76 -0.09
N -1.45 0.39 -0.09
O 2.08 -1.14 0.03
O -1.90 -0.86 0.26
H 1.66 1.89 0.38
H -0.08 2.34 0.28
H 0.10 -1.51 -0.34
H -1.63 0.40 -1.15
H 2.11 -2.09 -0.19
H -2.71 -0.72 0.77
*
```

***

ii | ORCA calculation (ωB97M-V/def2-TZVPD) on 2 unconnected molecules or ions with the total composition CH6N3O2.

Summary:
HOMO energy (spin up / spin down): -13.639 / -15.065 eV

Structure (ORCA input):
```
! wB97M-V def2-TZVPD RIJCOSX def2/J DEFGRID3
* xyz 1 1
C 0.36 -0.41 0.36
N 0.98 -1.32 -0.39
N 0.85 0.76 0.38
N -2.52 -0.27 0.50
O 2.25 0.93 0.01
O -2.56 0.84 -0.25
H 1.91 -1.05 -0.71
H 0.84 -2.33 -0.21
H 0.39 1.59 0.69
H -1.96 -0.20 1.40
H 2.27 1.67 -0.64
H -3.06 0.66 -1.16
*
```

***

Most stable to least stable: i, ii

***

i | ORCA calculation (ωB97M-V/def2-TZVPD) on a single C21H24N2O4 molecule.

Summary:
HOMO energy: -8.568 eV
SMILES: COc1ccccc1C(=O)N1CCN(C(=O)COc2cccc(C)c2)CC1

Structure (ORCA input):
```
! wB97M-V def2-TZVPD RIJCOSX def2/J DEFGRID3
* xyz 0 1
C 0.04 -2.59 0.71
H -0.14 -2.68 -0.37
O 0.45 -1.29 1.06
C 1.60 -0.79 0.51
C 2.29 -1.33 -0.56
C 3.42 -0.69 -1.05
C 3.87 0.48 -0.47
C 3.20 1.01 0.62
C 2.07 0.39 1.11
C 1.37 0.78 2.38
O 1.78 0.42 3.46
N 0.22 1.49 2.24
C -0.24 2.04 0.98
H 0.06 1.39 0.16
C -1.77 2.15 1.00
N -2.31 0.91 1.51
C -2.86 -0.07 0.77
O -3.12 -1.17 1.22
C -3.25 0.29 -0.68
O -2.19 0.76 -1.48
C -1.33 -0.12 -2.09
C -0.23 0.48 -2.70
C 0.69 -0.27 -3.40
C 0.50 -1.65 -3.50
C -0.58 -2.24 -2.88
C -1.50 -1.49 -2.17
H -2.33 -1.99 -1.68
H -0.72 -3.31 -2.96
H 1.21 -2.25 -4.05
C 1.87 0.40 -4.04
H 1.54 1.19 -4.71
H 2.46 -0.31 -4.61
H 2.50 0.85 -3.27
H -0.12 1.55 -2.62
H -3.98 1.11 -0.64
H -3.74 -0.58 -1.12
C -1.94 0.62 2.89
C -0.74 1.48 3.31
H -0.26 1.03 4.18
H -1.05 2.50 3.56
H -2.80 0.80 3.55
H -1.68 -0.44 2.94
H -2.09 2.97 1.65
H -2.13 2.35 -0.01
H 0.20 3.03 0.82
H 3.56 1.91 1.10
H 4.75 0.97 -0.86
H 3.95 -1.12 -1.88
H 1.96 -2.25 -1.02
H -0.90 -2.75 1.24
H 0.77 -3.34 1.03
*
```

***

ii | ORCA calculation (ωB97M-V/def2-TZVPD) on a single C21H24N2O4 molecule.

Summary:
HOMO energy: -8.490 eV
SMILES: COc1ccc(Cc2nc3ccc(C(=O)NCC(C)(C)OC)cc3o2)cc1

Structure (ORCA input):
```
! wB97M-V def2-TZVPD RIJCOSX def2/J DEFGRID3
* xyz 0 1
C 7.24 2.83 1.12
H 7.85 3.20 1.95
O 6.84 1.53 1.50
C 6.07 0.82 0.64
C 5.61 1.27 -0.59
C 4.83 0.44 -1.39
C 4.49 -0.83 -0.98
C 4.95 -1.28 0.26
C 5.72 -0.47 1.06
H 6.08 -0.81 2.02
H 4.68 -2.27 0.59
C 3.64 -1.74 -1.83
C 2.36 -2.02 -1.12
N 2.15 -2.99 -0.31
C 0.86 -2.81 0.13
C 0.06 -3.54 1.00
C -1.22 -3.09 1.22
C -1.72 -1.93 0.61
C -0.94 -1.19 -0.27
C 0.35 -1.65 -0.49
O 1.33 -1.16 -1.29
H -1.30 -0.32 -0.79
C -3.14 -1.56 0.90
O -3.98 -2.40 1.17
N -3.40 -0.24 0.90
H -2.69 0.42 0.60
C -4.74 0.29 0.98
H -4.82 0.95 1.85
H -5.41 -0.56 1.11
C -5.10 1.07 -0.31
C -5.09 0.11 -1.51
H -4.10 -0.31 -1.64
H -5.36 0.65 -2.41
H -5.80 -0.70 -1.35
C -6.48 1.70 -0.16
H -6.70 2.33 -1.02
H -7.23 0.92 -0.10
H -6.55 2.30 0.75
O -4.07 2.02 -0.60
C -4.01 3.18 0.19
H -3.93 2.94 1.26
H -4.86 3.84 0.03
H -3.10 3.69 -0.12
H -1.89 -3.63 1.87
H 0.44 -4.44 1.48
H 3.42 -1.26 -2.79
H 4.15 -2.69 -2.00
H 4.48 0.81 -2.34
H 5.85 2.26 -0.95
H 7.84 2.82 0.21
H 6.37 3.49 0.99
*
```

***

Most stable to least stable: ii, i

***

i | ORCA calculation (ωB97M-V/def2-TZVPD) on 4 unconnected molecules or ions with the total composition C2H12N4O4.

Summary:
HOMO energy: -9.788 eV
SMILES: NC(N)=O.NC(N)=O.O.O

Structure (ORCA input):
```
! wB97M-V def2-TZVPD RIJCOSX def2/J DEFGRID3
* xyz 0 1
O -2.20 -1.43 3.01
H -2.08 -1.11 3.90
H -1.49 -2.07 2.88
O 1.14 -7.57 2.34
H 1.94 -7.80 1.87
H 0.49 -8.20 2.03
C 3.25 -0.77 -3.96
O 2.92 -1.61 -4.78
N 2.51 -0.46 -2.96
N 4.42 -0.17 -3.93
H 2.79 0.29 -2.35
H 1.61 -0.92 -2.95
H 4.64 0.61 -3.34
H 4.99 -0.23 -4.76
C -3.25 4.41 1.46
O -3.64 5.45 0.91
N -3.10 3.28 0.70
N -3.06 4.21 2.74
H -3.20 3.34 -0.30
H -2.82 2.40 1.11
H -2.69 3.32 3.06
H -3.18 5.03 3.32
*
```

***

ii | ORCA calculation (ωB97M-V/def2-TZVPD) on a molecular structure, C2H12N4O4.

Summary:
HOMO energy: -9.025 eV

Structure (ORCA input):
```
! wB97M-V def2-TZVPD RIJCOSX def2/J DEFGRID3
* xyz 0 1
C 0.50 -1.02 -1.55
O 0.80 -2.22 -1.51
N -0.79 -0.72 -1.67
N 1.31 -0.01 -1.63
H -1.34 -1.43 -2.14
H -1.05 0.24 -1.83
H 2.30 -0.21 -1.54
H 0.94 0.93 -1.71
C 0.41 1.62 1.10
O 0.99 2.65 1.39
N 0.63 0.84 0.14
N -0.69 1.28 1.56
H 1.44 1.15 -0.38
H 0.00 0.18 -0.28
H -1.05 0.37 1.32
H -1.21 1.82 2.23
O -0.95 -0.35 0.63
H -1.90 -0.42 0.69
H -0.72 -0.86 -0.15
O 0.08 -1.58 2.02
H 0.63 -0.81 2.12
H -0.34 -1.47 1.17
*
```

***

Most stable to least stable: i, ii

***

i | ORCA calculation (ωB97M-V/def2-TZVPD) on a single C3H8OS2 molecule.

Summary:
HOMO energy: -9.376 eV
SMILES: OC[C@@H](S)CS

Structure (ORCA input):
```
! wB97M-V def2-TZVPD RIJCOSX def2/J DEFGRID3
* xyz 0 1
C -1.26 -0.87 0.06
C -0.06 0.09 -0.37
C 1.16 -0.50 0.31
H -2.54 0.47 -0.01
H -1.06 -1.90 -0.38
H -1.11 -0.86 1.12
H 0.02 0.14 -1.43
H 0.69 2.38 0.16
H 0.95 -0.28 1.42
H 1.17 -1.63 0.18
H 2.37 1.43 -0.39
O -2.53 -0.44 -0.40
S -0.53 1.88 -0.01
S 2.73 0.09 -0.27
*
```

***

ii | ORCA calculation (ωB97M-V/def2-TZVPD) on 2 unconnected molecules or ions with the total composition C3H8OS2.

Summary:
HOMO energy: -9.124 eV
SMILES: C=CO.CSS

Structure (ORCA input):
```
! wB97M-V def2-TZVPD RIJCOSX def2/J DEFGRID3
* xyz 0 1
C 1.04 -1.28 -1.42
S 0.03 -0.42 -2.64
S 0.78 1.49 -2.69
H 0.55 -2.25 -1.34
H 1.11 -0.83 -0.44
H 2.02 -1.47 -1.84
H 0.09 2.02 -1.67
C -1.23 0.53 0.84
C -0.80 0.13 2.02
O -0.13 0.91 2.95
H -1.95 -0.10 0.35
H -0.95 1.44 0.32
H -1.31 -0.72 2.48
H 0.75 0.55 3.09
*
```

***

iii | ORCA calculation (ωB97M-V/def2-TZVPD) on a single C3H8OS2 molecule.

Summary:
HOMO energy: -8.744 eV
SMILES: OCCCSS

Structure (ORCA input):
```
! wB97M-V def2-TZVPD RIJCOSX def2/J DEFGRID3
* xyz 0 1
C 0.02 -0.45 0.12
C 0.63 -0.77 -1.25
O -0.30 -1.37 -2.19
C -0.50 0.96 0.14
S -1.15 1.60 1.73
S 0.29 1.28 3.19
H 0.81 -0.68 0.84
H -0.78 -1.18 0.32
H 1.02 0.16 -1.68
H 1.37 -1.57 -1.21
H -0.87 -0.69 -2.52
H -1.33 1.08 -0.55
H 0.28 1.67 -0.13
H 0.52 -0.05 3.19
*
```

***

Most stable to least stable: iii, i, ii

***

i | ORCA calculation (ωB97M-V/def2-TZVPD) on a molecular structure, C2HCl2N2O.

Summary:
HOMO energy: -14.724 eV

Structure (ORCA input):
```
! wB97M-V def2-TZVPD RIJCOSX def2/J DEFGRID3
* xyz 1 1
C 0.62 -1.08 -0.43
C -1.05 0.43 0.29
N 1.87 0.69 0.44
N 1.60 -0.26 -0.22
O 0.21 -1.98 -1.00
Cl -1.56 0.65 -1.26
Cl -0.08 1.61 1.07
H -1.61 -0.06 1.10
*
```

***

ii | ORCA calculation (ωB97M-V/def2-TZVPD) on a molecular structure, C2HCl2N2O.

Summary:
HOMO energy: -16.055 eV

Structure (ORCA input):
```
! wB97M-V def2-TZVPD RIJCOSX def2/J DEFGRID3
* xyz 1 1
C 0.02 -1.02 -0.43
C -0.67 0.68 0.19
N 1.96 -0.20 0.57
N 1.34 -0.93 -0.05
O -0.57 -1.75 -1.09
Cl -1.08 1.62 -1.19
Cl 0.53 1.32 1.25
H -1.53 0.28 0.74
*
```

***

Most stable to least stable: ii, i